Computed, not measured: C2H6N2O in the gas phase, with wB97M-V/def2-TZVPD.

Values from the calculation:
Gap between HOMO and LUMO = 10.40 eV
SMILES string = CNNC=O
Energy relative to the best compared isomer or geometry (same formula, charge and spin) = 106.9 kcal per mole
Strongest force on any atom = 0.1673 hartree/bohr

ORCA input file:
```
! RIJCOSX wB97M-V def2-TZVPD def2/J DEFGRID3
* xyz 0 1
C 1.4032 0.3504 -0.2011
N 0.2226 -0.6842 -0.0752
N -0.7374 -0.2265 0.7514
C -1.8584 -0.2734 -0.2147
O -2.9411 0.2506 -0.0708
H 2.0534 0.7407 0.7656
H 2.3021 -0.2503 -0.6707
H 1.1614 1.3595 -0.7545
H 0.7090 -1.4660 0.5666
H -0.7444 0.9451 1.1650
H -1.5703 -0.7458 -1.2616
*
```

Mulliken atomic charges, in units of e: -0.764, -0.215, -0.398, 0.150, -0.466, 0.259, 0.279, 0.292, 0.263, 0.311, 0.289


Computed, not measured: a molecular structure, C8H17BF7N2O16S5Zr, with wB97M-V/def2-TZVPD.

Values from the calculation:
Gap between HOMO and LUMO (spin up / spin down) = 6.87 / 5.47 eV
Strongest force on any atom = 0.2388 hartree/bohr

ORCA input file:
```
! RIJCOSX wB97M-V def2-TZVPD def2/J DEFGRID3
* xyz 0 2
Zr 1.2352 1.5502 0.2120
N 4.0837 -1.5000 0.5898
S 3.9076 -2.9499 -0.0259
O 4.8996 -3.4538 -0.9414
O 2.5035 -3.4297 -0.0804
F 4.4160 -3.6606 1.3013
S 3.6962 -0.7341 -0.8957
O 2.8300 0.4385 -0.7959
O 3.6055 -1.3825 -2.1760
F 5.1326 -0.1496 -1.0067
N 0.9274 2.2798 -1.6814
S 0.8230 1.9529 -3.2537
O 1.7939 2.3945 -4.2334
O -0.4620 1.5053 -3.7054
F 1.4084 0.4188 -3.0780
S 0.6198 3.9360 -2.2288
O -0.6792 4.2044 -2.9138
O 1.7867 4.7807 -2.3663
F 0.2321 4.3211 -0.7884
B 0.1204 -0.4209 0.2609
H 1.0900 -0.8942 0.2715
H -0.6813 -1.1366 0.1649
H 0.0188 0.3069 1.0510
H 0.1427 0.1828 -0.6332
O 0.7988 2.9479 1.8767
C 1.3730 2.7402 3.1603
C 2.2344 1.4350 3.1582
O 2.5858 0.7135 1.9730
H 0.6561 2.7531 3.9813
H 2.0613 3.5711 3.3146
H 1.6845 0.6098 3.6106
H 3.1388 1.4453 3.7666
C -3.6580 1.5982 -2.7787
C -3.5658 2.7082 -1.7339
O -3.5498 2.2175 -0.4143
C -2.4785 1.9366 0.3502
O -1.2058 2.0389 0.1059
C -2.8375 1.2803 1.6638
F -1.8455 1.4647 2.5520
F -3.9126 1.7350 2.2423
F -2.9737 0.0095 1.4981
H -3.8802 0.5859 -2.4410
H -2.6950 1.4219 -3.2580
H -4.2334 1.8521 -3.6689
H -4.4661 3.3227 -1.7325
H -2.7367 3.3913 -1.9183
C -2.0139 -3.7326 1.0264
C -0.7804 -3.9702 0.2587
O -0.3913 -5.2872 0.4657
S -1.1344 -5.9344 1.8092
O -0.2145 -5.5854 2.9350
O -1.4718 -7.3305 1.6250
O -2.4305 -4.9509 1.4855
H -2.7849 -3.3411 0.3627
H -1.8659 -3.0901 1.8944
H 0.0563 -3.3529 0.5855
H -0.9134 -3.7634 -0.8032
*
```

Mulliken atomic charges, in units of e: 1.520, -0.249, 0.932, -0.581, -0.446, -0.300, 1.157, -0.727, -0.541, -0.270, 0.223, 0.671, -0.507, -0.564, -0.297, 0.832, -0.451, -0.532, -0.207, 0.834, -0.303, -0.323, 0.152, 0.115, -0.758, -0.410, -0.542, -0.251, 0.325, 0.360, 0.399, 0.463, -0.860, -0.029, -0.336, 0.211, 0.001, 0.785, -0.232, -0.269, -0.230, 0.341, 0.110, 0.386, 0.315, 0.158, -0.109, -0.077, -0.370, 1.025, -0.537, -0.515, -0.393, 0.296, 0.237, 0.020, 0.350


Computed, not measured: 2 unconnected molecules or ions with the total composition C8H9PS, with wB97M-V/def2-TZVPD.

Values from the calculation:
Gap between HOMO and LUMO (spin up / spin down) = 6.10 / 5.81 eV
Energy relative to the best compared isomer or geometry (same formula, charge and spin) = 43.9 kcal per mole
Strongest force on any atom = 0.1118 hartree/bohr

ORCA input file:
```
! RIJCOSX wB97M-V def2-TZVPD def2/J DEFGRID3
* xyz 0 1
C -1.1658 -2.2677 0.1568
C -0.4586 -2.0950 -0.9280
C -1.2686 -1.3545 1.2078
C 0.1812 -0.8855 -1.1441
C -0.7401 -0.0538 0.8866
C -0.0333 0.1690 -0.2315
C 0.1753 2.7374 0.1801
C 0.3905 1.5171 -0.6090
P 3.2611 0.4120 0.0931
S 2.3965 -1.2816 0.3048
H -1.5655 -3.2122 0.4419
H -0.4747 -2.9645 -1.5926
H -1.7271 -1.5807 2.1412
H 0.8504 -0.5476 -1.9747
H -0.8634 0.7065 1.6615
H 0.4408 2.5938 1.1451
H 0.8053 3.5430 -0.2226
H -0.8998 2.9890 0.1250
H 0.6957 1.5752 -1.6415
*
```

Mulliken atomic charges, in units of e: -0.215, -0.805, -0.908, -0.020, -0.087, 0.672, -1.353, -0.439, 0.117, -0.099, 0.339, 0.320, 0.453, 0.314, 0.252, 0.404, 0.347, 0.324, 0.385


Computed, not measured: a molecular structure, C17H20N5O3Rh, with wB97M-V/def2-TZVPD.

Values from the calculation:
Gap between HOMO and LUMO (spin up / spin down) = 7.24 / 5.73 eV
Energy relative to the best compared isomer or geometry (same formula, charge and spin) = 13.1 kcal per mole
Strongest force on any atom = 0.0961 hartree/bohr

ORCA input file:
```
! RIJCOSX wB97M-V def2-TZVPD def2/J DEFGRID3
* xyz 2 5
Rh 0.5605 -0.9199 -0.7370
C 1.0619 -0.6521 2.3382
N 0.4496 -1.4167 1.2964
C -0.2343 -2.4855 1.5752
C -0.7930 -3.2240 0.5190
C -1.5430 -4.4249 0.4818
C -1.7762 -4.6880 -0.8453
C -1.1605 -3.6267 -1.5983
N -0.5888 -2.7712 -0.7866
C 0.8889 0.8382 2.1478
C 1.3135 1.4742 0.9818
C 1.0488 2.8200 0.7829
C 0.4061 3.5505 1.7740
C 0.0101 2.9289 2.9471
C 0.2548 1.5796 3.1389
H 2.1462 -0.8618 2.3266
H 0.6838 -0.9579 3.3212
H -0.3840 -2.8169 2.6018
H -1.8542 -4.9911 1.3392
H -2.2997 -5.5228 -1.2686
H -1.1284 -3.5274 -2.6692
H 1.9089 0.9330 0.2378
H 1.3825 3.3113 -0.1190
H 0.2489 4.6098 1.6416
H -0.4897 3.4955 3.7167
H -0.0661 1.1025 4.0510
C 4.8370 -1.0848 -1.0699
O 3.4306 -0.6994 -1.0773
C 2.5375 -1.5549 -0.7584
O 2.5750 -2.6911 -0.3821
H 5.3736 -0.2900 -0.5542
H 5.1747 -1.1496 -2.1030
H 4.9632 -2.0401 -0.5594
C -3.8679 1.7728 -1.9165
N -2.5075 2.0658 -1.5165
C -2.0798 3.4491 -1.5449
C -1.7527 1.1625 -1.0198
N -1.0873 0.3648 -0.4843
H -4.5695 2.1967 -1.1927
H -4.0248 0.6978 -1.9844
H -4.0656 2.2257 -2.8892
H -2.7064 4.0528 -0.8833
H -2.1819 3.8372 -2.5607
H -1.0397 3.5315 -1.2373
O 0.2374 0.6689 -2.9951
N 0.7053 -0.2731 -2.4657
*
```

Mulliken atomic charges, in units of e: -0.008, -1.063, 0.398, -0.038, 0.320, -0.946, -0.550, -0.335, 0.123, 0.840, 0.213, -0.741, -0.585, -0.662, -0.932, 0.253, 0.484, 0.466, 0.495, 0.484, 0.511, 0.321, 0.584, 0.483, 0.434, 0.395, -0.706, -0.208, 0.967, -0.371, 0.279, 0.285, 0.371, -0.896, 0.019, -0.823, 0.640, -0.492, 0.346, 0.333, 0.321, 0.338, 0.354, 0.220, -0.190, 0.272


Computed, not measured: a molecular structure, C3H4O2, with wB97M-V/def2-TZVPD.

Values from the calculation:
Gap between HOMO and LUMO = 11.46 eV
Energy relative to the best compared isomer or geometry (same formula, charge and spin) = 19.9 kcal per mole
Strongest force on any atom = 0.0556 hartree/bohr

ORCA input file:
```
! RIJCOSX wB97M-V def2-TZVPD def2/J DEFGRID3
* xyz 0 1
C -0.0106 0.0018 -1.1648
C -0.1157 -0.7336 0.1009
C 0.0714 0.5956 0.7462
H 0.6516 -1.5322 0.1556
H -1.0324 -1.1476 0.4576
H -0.7696 0.9804 1.3387
H 0.9422 0.9369 1.2705
O 0.0836 -0.2814 -2.2895
O 0.1793 1.1802 -0.6150
*
```

Mulliken atomic charges, in units of e: 0.619, -0.378, -0.248, 0.219, 0.224, 0.213, 0.222, -0.523, -0.348


Computed, not measured: C18H16N2O3 in the gas phase, with wB97M-V/def2-TZVPD.

Values from the calculation:
Gap between HOMO and LUMO = 8.19 eV
SMILES string = Cc1ccc(NC(=O)c2ccc(COc3ccccc3)o2)nc1
Energy relative to the best compared isomer or geometry (same formula, charge and spin) = 378.9 kcal per mole
Strongest force on any atom = 0.2738 hartree/bohr

ORCA input file:
```
! RIJCOSX wB97M-V def2-TZVPD def2/J DEFGRID3
* xyz 0 1
C -2.7907 -3.6986 0.1640
C -2.8255 -2.2910 -0.4143
C -3.6848 -1.6053 -0.9484
C -3.6350 -0.3692 -1.4525
C -2.4848 0.3907 -1.3321
N -2.5134 1.6709 -1.5630
C -1.4494 2.3135 -1.2973
O -1.4991 3.5440 -1.4690
C -0.0301 1.9581 -1.4713
C 0.4233 0.8512 -2.0686
C 1.8472 0.6812 -1.7235
C 1.9264 1.6288 -0.4133
C 3.0333 1.8207 0.5097
O 3.5001 0.4108 0.7673
C 2.8113 -0.3916 1.6297
C 3.5493 -1.6540 1.7162
C 2.8277 -2.6421 2.6674
C 1.4554 -2.4909 2.9700
C 0.8580 -1.1848 2.8110
C 1.5729 -0.4569 1.7930
O 0.7588 2.4168 -0.3871
N -1.6129 -0.1762 -0.4669
C -1.8005 -1.5367 -0.0978
H -1.7662 -4.0641 0.5029
H -2.9123 -4.3145 -0.5088
H -3.5699 -3.9515 0.8117
H -4.5360 -2.4698 -1.4266
H -4.4171 -0.0948 -2.1149
H -3.3262 2.1327 -1.7640
H 0.1052 0.5248 -3.0143
H 2.4917 0.0388 -1.9776
H 3.8112 2.1871 -0.0168
H 2.7196 2.2655 1.2126
H 4.4457 -1.6756 1.4626
H 3.3508 -3.4754 2.7681
H 0.9143 -3.3459 3.4294
H -0.0837 -0.8737 2.8890
H 0.9351 0.7091 1.7042
H -0.9077 -1.9635 0.6285
*
```

Mulliken atomic charges, in units of e: -1.860, 0.551, 0.000, -0.660, 0.466, -0.061, 0.433, -0.708, 0.520, -0.478, -1.224, 0.864, -1.388, -0.379, 0.837, -0.994, -0.582, -0.341, -0.929, 0.239, -0.400, -0.285, 0.006, 0.322, 0.645, 0.439, 0.085, 0.390, 0.145, 0.497, 0.758, 0.453, 0.744, 0.667, 0.482, 0.351, 0.675, -0.131, -0.147